1.
{
  "formula": "C2H3N3O3",
  "method": "the ωB97M-V functional and the def2-TZVPD basis",
  "elements": ["C", "C", "H", "H", "H", "N", "N", "N", "O", "O", "O"],
  "xyz": [[-0.83, 0.07, 0.53], [1.13, -0.62, 0.20], [-2.03, 1.22, -0.73], [-2.78, 0.37, 0.60], [1.75, 0.75, -1.42], [-1.98, 0.80, 0.22], [-0.80, -0.94, 1.30], [2.16, -0.88, -0.46], [0.61, -1.30, 1.19], [2.51, 0.10, -1.39], [0.25, 0.43, -0.04]],
  "mulliken_charge": [0.5582, 0.7108, 0.2465, 0.2479, 0.3552, -0.4756, -0.3699, -0.3508, -0.1889, -0.3318, -0.4016],
  "homo_lumo_gap_ha": 0.3479,
  "de_lowest_kcal_mol": 56.03,
  "homo_energy_ev": -9.18,
  "total_charge": 0
}

2.
{
  "formula": "C37H83N4O23Y2",
  "method": "the ωB97M-V functional and the def2-TZVPD basis",
  "elements": ["Y", "Y", "O", "H", "O", "H", "O", "C", "O", "O", "H", "C", "C", "C", "O", "C", "C", "C", "O", "O", "O", "H", "H", "C", "C", "O", "O", "H", "H", "H", "H", "H", "H", "C", "C", "O", "O", "H", "H", "H", "H", "H", "H", "C", "C", "O", "O", "H", "H", "H", "H", "H", "H", "C", "O", "C", "C", "N", "C", "C", "O", "C", "H", "H", "H", "H", "H", "H", "H", "H", "H", "H", "H", "H", "H", "H", "H", "C", "O", "C", "C", "N", "C", "C", "O", "C", "H", "H", "H", "H", "H", "H", "H", "H", "H", "H", "H", "H", "H", "H", "H", "C", "O", "C", "C", "N", "C", "C", "O", "C", "H", "H", "H", "H", "H", "H", "H", "H", "H", "H", "H", "H", "H", "H", "H", "C", "O", "C", "C", "N", "C", "C", "O", "C", "H", "H", "H", "H", "H", "H", "H", "H", "H", "H", "H", "H", "H", "H", "H"],
  "xyz": [[-0.33, 0.61, -0.34], [1.87, -0.50, -2.86], [0.66, -1.45, -0.96], [2.27, -3.79, -3.03], [-0.09, 0.72, -2.58], [-0.23, 1.51, -3.14], [-2.15, 3.69, 1.50], [-1.62, 2.69, 0.84], [-1.00, 2.88, -0.30], [-1.76, 1.53, 1.24], [-2.95, 3.40, 1.98], [4.16, -5.06, -0.85], [3.45, -4.27, -1.69], [3.74, -2.80, -1.78], [3.18, -2.15, -2.78], [4.71, -2.22, -0.99], [5.41, -2.88, 0.12], [5.06, -4.41, 0.15], [5.61, -5.01, 1.06], [6.17, -2.37, 0.89], [2.58, -4.63, -2.62], [3.95, -6.14, -0.72], [4.97, -1.15, -1.18], [1.30, 5.48, -2.73], [1.57, 4.74, -1.38], [1.20, 3.39, -1.54], [0.03, 5.33, -3.33], [1.99, 5.05, -3.43], [1.54, 6.57, -2.57], [1.00, 5.11, -0.55], [2.62, 4.81, -1.04], [0.21, 3.34, -1.41], [-0.49, 6.09, -3.12], [2.98, 0.38, 0.11], [2.46, 1.10, 1.35], [1.05, 1.05, 1.50], [2.35, 0.86, -1.05], [2.75, -0.67, 0.14], [4.08, 0.46, 0.15], [2.74, 2.18, 1.32], [2.89, 0.54, 2.14], [0.69, 1.25, 2.43], [2.39, 1.88, -1.24], [-1.74, 2.23, -6.26], [-0.88, 3.35, -5.72], [-0.13, 2.83, -4.63], [-0.91, 1.29, -6.92], [-2.51, 2.54, -6.94], [-2.19, 1.74, -5.45], [-1.57, 4.12, -5.35], [-0.25, 3.78, -6.46], [0.16, 3.62, -4.16], [-0.62, 1.58, -7.82], [-0.81, -2.29, -3.28], [0.28, -1.94, -4.16], [-0.10, -1.41, -5.44], [1.19, -0.85, -5.97], [1.48, 0.39, -5.22], [2.65, 1.11, -5.79], [3.47, 1.59, -4.59], [3.87, 0.45, -3.83], [4.90, -0.33, -4.36], [-1.28, -1.31, -2.99], [-0.44, -2.78, -2.39], [-1.60, -2.85, -3.81], [-0.88, -0.58, -5.29], [-0.56, -2.05, -6.16], [1.13, -0.73, -7.06], [1.98, -1.56, -5.84], [0.69, 1.07, -5.33], [2.46, 2.01, -6.39], [3.17, 0.43, -6.44], [2.75, 2.22, -3.98], [4.34, 2.16, -4.90], [5.84, 0.30, -4.36], [4.71, -0.71, -5.41], [4.98, -1.14, -3.70], [-1.00, 0.68, 4.32], [0.40, 0.96, 4.05], [1.22, 0.23, 5.09], [1.74, -1.12, 4.73], [2.86, -1.11, 3.82], [4.02, -0.59, 4.51], [5.24, -1.36, 4.17], [5.17, -2.56, 4.88], [6.08, -3.66, 4.43], [-1.59, 1.12, 3.51], [-1.20, 1.22, 5.26], [-1.30, -0.43, 4.42], [0.55, 0.19, 5.93], [2.06, 0.85, 5.48], [0.96, -1.82, 4.42], [2.08, -1.47, 5.75], [3.01, -2.09, 3.57], [3.99, -0.43, 5.63], [4.21, 0.49, 4.24], [6.14, -0.79, 4.41], [5.28, -1.59, 3.06], [5.60, -4.61, 4.49], [6.88, -3.65, 5.14], [6.47, -3.44, 3.43], [-2.22, -3.98, 4.72], [-1.76, -3.08, 3.69], [-0.59, -3.34, 2.99], [-0.12, -2.22, 2.02], [-1.14, -1.36, 1.21], [-2.29, -2.12, 0.70], [-3.24, -1.16, -0.04], [-2.48, -0.46, -1.01], [-3.30, 0.05, -2.02], [-1.52, -4.81, 4.89], [-3.18, -4.41, 4.38], [-2.40, -3.35, 5.62], [-0.78, -4.30, 2.38], [0.19, -3.68, 3.76], [0.59, -2.74, 1.38], [0.47, -1.49, 2.63], [-1.57, -0.77, 1.90], [-2.74, -2.70, 1.50], [-1.84, -2.79, -0.07], [-3.71, -0.37, 0.54], [-4.03, -1.76, -0.44], [-4.33, 0.18, -1.67], [-3.29, -0.65, -2.86], [-2.85, 1.02, -2.40], [-3.75, 3.88, 4.13], [-4.16, 3.15, 2.98], [-5.43, 3.56, 2.41], [-6.02, 2.48, 1.55], [-6.35, 1.30, 2.27], [-7.16, 0.33, 1.58], [-7.13, -0.98, 2.39], [-5.81, -1.38, 2.49], [-5.33, -1.72, 3.75], [-4.53, 3.81, 4.86], [-3.60, 4.98, 3.93], [-2.83, 3.48, 4.50], [-5.20, 4.46, 1.85], [-6.14, 3.64, 3.22], [-5.31, 2.27, 0.72], [-6.89, 2.98, 1.11], [-5.43, 0.92, 2.55], [-6.97, 0.25, 0.51], [-8.22, 0.59, 1.70], [-7.81, -1.76, 1.98], [-7.53, -0.84, 3.41], [-5.89, -2.55, 4.11], [-5.55, -0.90, 4.47], [-4.28, -2.04, 3.66]],
  "mulliken_charge": [0.3639, 0.1873, -1.2589, 0.3155, 3.7870, -1.1306, -0.5661, 0.2502, -0.8028, -0.2366, 0.4082, -1.1446, 0.0217, 1.3552, -1.1064, 0.0757, 0.3737, 0.4112, -0.5681, -0.6554, -0.7024, 0.3961, 0.1883, -0.5910, -0.7277, -0.4836, -0.5723, 0.1853, 0.5435, 0.3901, 0.4364, 0.1611, 0.2903, -0.2294, -0.4140, -0.1994, 0.6486, -0.0303, 0.4805, 0.3445, -0.0806, 0.1735, -0.1170, -0.6407, -0.4371, -0.1747, -0.4773, 0.4865, 0.1447, 0.3888, 0.2907, -0.0622, 0.3005, -0.5382, -0.4085, -0.5058, -1.0385, 1.7733, -1.1624, -0.0698, -0.1770, -0.5933, -0.1679, -0.1081, 0.5816, -0.0622, 0.6675, 0.5187, 0.6255, -0.9490, 0.2667, 0.4439, -0.3212, 0.6625, 0.2133, 0.2498, 0.1428, 0.0208, -0.4395, -0.8943, -0.0666, 0.2446, -1.0334, -0.1655, -0.3775, -0.6474, -0.5694, 0.4596, 0.1715, 0.5875, 0.4608, -0.6282, 0.6806, 0.2491, 0.4539, 0.3248, 0.4719, -0.1163, 0.2444, 0.2877, 0.2726, -1.0201, 0.1856, -1.1310, 1.1335, 2.0920, -1.2790, -0.6062, -0.0990, -1.0149, 0.3811, 0.2735, 0.2672, 0.3085, 0.5790, -0.0383, -1.1769, -0.5469, 0.6369, 0.1010, 0.3726, 0.6966, 0.5061, 0.2698, 0.0963, -0.7961, -0.1291, -0.8573, -0.4107, -0.1739, -0.5871, -0.7725, -0.2445, -0.4521, 0.3337, 0.3140, 0.1537, 0.3849, 0.4405, 0.0582, 0.5490, 0.0921, 0.3423, 0.4057, 0.3661, 0.4282, 0.4012, 0.3827, -0.2414],
  "homo_lumo_gap_ha": 0.2561,
  "homo_energy_ev": -8.81,
  "total_charge": 1
}

| no. | lowest unoccupied orbital energy (eV) |
| --- | --- |
| 1 | 0.29 |
| 2 | -1.85 |